ORCA calculation (ωB97M-V/def2-TZVPD) on C6H9CaMgO5 as an isolated structure.

Calculated values
* lowest unoccupied orbital energy (spin up / spin down): -0.48 / -0.52 eV
* multiplicity: 2
* HOMO-LUMO gap (spin up / spin down): 5.62 / 5.59 eV
* <S²>: 0.754

Last column: Löwdin spin population.
CARTESIAN COORDINATES (ANGSTROEM)
O (2.39, 1.36, 0.27)  0.002
C (2.63, 0.01, 0.25)  0.000
C (2.23, -0.63, -0.95)  0.000
O (1.19, -0.03, -1.66)  0.001
Mg (0.64, 1.57, -0.56)  0.019
H (3.61, -0.30, 0.65)  0.000
H (3.01, -0.99, -1.64)  0.000
O (-1.17, -1.63, -0.78)  0.002
C (-0.38, -1.75, 0.33)  0.001
C (-0.38, -0.69, 1.36)  0.003
O (-0.64, 0.62, 0.86)  0.015
C (-2.01, 1.02, 0.61)  0.095
C (-1.98, 1.92, -0.58)  0.555
O (-1.17, 1.53, -1.58)  0.230
Ca (-0.70, -0.38, -2.20)  0.011
H (-0.46, -2.73, 0.83)  0.000
H (-1.08, -0.88, 2.18)  0.001
H (-2.42, 1.52, 1.50)  0.006
H (-2.58, 0.09, 0.42)  0.026
H (-2.80, 2.61, -0.78)  0.034
H (1.03, -0.57, 1.57)  0.000
H (1.01, -1.67, -0.11)  0.000

ORCA calculation (ωB97M-V/def2-TZVPD) on C7H12SSiTe5Yb as an isolated structure.

Calculated values
* lowest unoccupied orbital energy (spin up / spin down): 2.21 / 1.72 eV
* multiplicity: 2
* relative energy (zero: lowest compared OMol25 entry of this formula, charge and spin): 0.0 kJ/mol
* HOMO-LUMO gap (spin up / spin down): 6.01 / 5.57 eV
* total charge: -1
* <S²>: 0.758

Last column: Löwdin spin population.
CARTESIAN COORDINATES (ANGSTROEM)
Yb (0.65, 0.57, -0.24)  0.137
Te (-1.12, 0.99, 2.10)  0.069
Te (1.41, 0.52, 2.84)  -0.001
Te (1.64, -2.04, 1.89)  0.116
Te (2.81, -1.45, -0.54)  0.019
C (-1.12, -1.12, -2.20)  0.095
Si (-0.98, -1.92, -0.44)  0.417
C (-2.80, -1.91, 0.09)  0.055
C (-0.54, -3.77, -0.65)  0.050
H (-1.58, -1.83, -2.90)  0.015
H (-0.09, -0.99, -2.64)  0.001
H (-1.73, -0.24, -2.23)  0.000
H (-3.27, -2.70, -0.48)  0.009
H (-3.20, -0.94, 0.02)  0.000
H (-2.78, -2.28, 1.10)  0.001
H (0.45, -4.08, -0.49)  0.002
H (-0.66, -4.04, -1.69)  0.005
H (-1.15, -4.55, -0.15)  0.001
Te (-0.56, 2.82, -1.73)  0.004
C (0.70, 3.32, -0.13)  0.002
C (2.02, 3.03, 0.11)  0.000
C (2.51, 3.53, 1.33)  0.000
C (1.60, 4.25, 2.00)  0.000
S (0.07, 4.24, 1.21)  0.002
H (2.51, 2.57, -0.71)  0.000
H (3.51, 3.39, 1.61)  0.000
H (1.71, 4.66, 2.93)  0.000

ORCA calculation (ωB97M-V/def2-TZVPD) on a 3-piece molecular cluster, C3H10O4 overall.

Calculated values
* lowest unoccupied orbital energy (spin up / spin down): -6.65 / -10.01 eV
* multiplicity: 2
* relative energy (zero: lowest compared OMol25 entry of this formula, charge and spin): 158.6 kJ/mol
* HOMO-LUMO gap (spin up / spin down): 6.80 / 3.44 eV
* total charge: +1
* <S²>: 0.759

Last column: Löwdin spin population.
CARTESIAN COORDINATES (ANGSTROEM)
O (-3.41, 0.30, -1.70)  0.746
C (-2.52, 1.02, -1.16)  0.099
C (-1.25, 0.58, -0.59)  0.064
C (-0.81, -0.81, -0.92)  0.008
O (0.55, -0.96, -0.61)  0.016
H (-2.78, 2.09, -0.87)  0.066
H (-0.46, 1.27, -1.00)  -0.001
H (-1.29, 0.75, 0.55)  -0.002
H (-1.38, -1.46, -0.27)  0.002
H (-1.07, -1.01, -2.02)  0.000
H (1.03, -1.64, -1.16)  0.001
H (1.43, -0.71, 3.50)  0.000
H (1.82, 0.44, 2.39)  0.000
O (1.11, 0.08, 3.02)  0.000
H (3.84, -0.01, 0.31)  0.000
H (2.32, -0.23, -0.02)  0.000
O (2.86, 0.30, 0.55)  0.000

ORCA calculation (ωB97M-V/def2-TZVPD) on C3H2O2Pb as an isolated structure.

Calculated values
* lowest unoccupied orbital energy: -11.62 eV
* relative energy (zero: lowest compared OMol25 entry of this formula, charge and spin): 52.5 kJ/mol
* HOMO-LUMO gap: 7.01 eV
* total charge: +2

Last column: Löwdin charge in e.
CARTESIAN COORDINATES (ANGSTROEM)
O (-1.06, 0.87, 1.13)  0.286
C (-0.29, 0.35, 0.22)  -0.373
C (-2.80, -0.54, -0.16)  0.204
O (0.86, 0.46, -0.10)  -0.206
C (-1.60, -0.15, 0.19)  -0.057
Pb (2.49, 0.08, -1.30)  1.903
H (-2.91, -1.09, -1.10)  0.115
H (-3.66, -0.38, 0.49)  0.128

ORCA calculation (ωB97M-V/def2-TZVPD) on one molecule with the formula C5H5NO.

Calculated values
* lowest unoccupied orbital energy (spin up / spin down): -0.94 / -0.94 eV
* SMILES: C=C1CN1C=C=O
* relative energy (zero: lowest compared OMol25 entry of this formula, charge and spin): 507.1 kJ/mol
* HOMO-LUMO gap (spin up / spin down): 7.25 / 7.25 eV

Last column: Löwdin charge in e.
CARTESIAN COORDINATES (ANGSTROEM)
C (1.81, -0.29, -0.11)  0.140
C (0.51, -0.13, 0.20)  -0.325
C (-0.42, -0.71, 1.15)  -0.074
N (-0.74, -0.83, -0.31)  -0.016
C (-1.42, 0.27, -0.86)  -0.100
C (-0.57, 1.34, -0.77)  -0.238
O (-0.16, 2.38, -1.16)  0.131
H (2.57, -0.41, 0.66)  0.073
H (2.15, -0.15, -1.13)  0.078
H (-0.19, -1.67, 1.60)  0.110
H (-1.05, -0.06, 1.74)  0.112
H (-2.49, 0.26, -1.03)  0.107

ORCA calculation (ωB97M-V/def2-TZVPD) on C4H6ClN2P as an isolated structure.

Calculated values
* lowest unoccupied orbital energy (spin up / spin down): -3.46 / -3.47 eV
* relative energy (zero: lowest compared OMol25 entry of this formula, charge and spin): 423.6 kJ/mol
* HOMO-LUMO gap (spin up / spin down): 5.54 / 5.51 eV

Last column: Löwdin charge in e.
CARTESIAN COORDINATES (ANGSTROEM)
C (-1.16, 0.70, 0.48)  -0.526
C (-0.95, 1.79, 1.27)  -0.065
C (-2.46, 0.13, 0.03)  -0.031
C (2.33, 0.09, 0.14)  -0.100
N (-0.01, 0.14, 0.09)  0.080
N (1.09, 0.73, 0.52)  -0.494
P (0.87, 2.08, 1.47)  0.915
Cl (3.37, 2.76, 1.85)  -0.209
H (-2.45, -0.95, 0.13)  0.084
H (-2.63, 0.38, -1.01)  0.085
H (-3.26, 0.55, 0.63)  0.079
H (2.27, -0.19, -0.92)  0.091
H (3.15, 0.79, 0.31)  -0.002
H (2.48, -0.81, 0.73)  0.094

Which E_tot belongs to each record? In order, -1487.8353, -3460.5051, -420.8465, -458.0298, -323.3265, -1066.8848 a.u..
Which max |F| belongs to each record? In order, 4.46, 2.08, 4.04, 4.59, 3.53, 1.98 eV/A.